Entry from the Open Molecules 2025 dataset: 2 unconnected molecules or ions with the total composition C3H11NO at a distorted geometry (ωB97M-V/def2-TZVPD).

Output
Gap between HOMO and LUMO ... 10.5 eV
HOMO level ... -9.54 eV
SMILES string ... CCNC.O

Element x y z (Å)
O -1.821 -0.386 2.037
N 0.783 0.136 0.383
C 0.473 -0.607 -0.882
C -1.013 -1.048 -0.846
C 1.198 1.517 0.165
H -1.587 -0.188 -1.169
H -1.896 0.489 1.686
H 1.103 -1.497 -1.050
H 1.626 -0.372 0.647
H 1.798 1.659 -0.737
H -0.883 -0.559 1.991
H 0.294 2.140 0.204
H -1.110 -1.778 -1.650
H -1.496 -1.478 0.020
H 0.705 0.029 -1.746
H 1.827 1.942 0.946

These are the Mulliken partial charges, in e, on atoms 1 to 5: atom 1 (O): -0.667, atom 2 (N): -0.267, atom 3 (C): -0.345, atom 4 (C): -1.199, atom 5 (C): -0.953